DFT (ωB97M-V with the def2-TZVPD basis set) results for a cluster of 4 separate species, C16H20N4 in total in a non-equilibrium geometry.

XYZ file:
```
40
Properties=species:S:1:pos:R:3:forces:R:3
C 1.068 7.515 6.255 -0.9 -0.8 -1.1
C -0.126 7.126 6.921 -0.2 0.2 1.5
C -0.725 8.290 7.427 0.1 -1.8 -0.5
N -0.075 9.334 6.888 1.1 0.1 -1.1
C 0.972 8.837 6.064 -0.1 2.9 1.5
H 1.863 6.910 5.843 -0.3 -0.2 -0.1
H -0.482 6.111 7.019 0.1 0.1 0.4
H -1.505 8.446 8.158 -0.1 -0.2 -0.3
H -0.268 10.288 7.157 0.3 -0.2 -0.4
H 1.590 9.548 5.536 0.1 -0.1 0.1
C -3.919 -5.342 -2.294 1.4 1.4 1.8
C -3.772 -4.272 -3.254 -0.7 -1.8 0.0
C -3.113 -3.272 -2.662 0.9 1.6 1.4
N -2.850 -3.610 -1.343 0.3 0.2 -0.3
C -3.292 -4.862 -1.076 -1.3 -1.3 -2.8
H -4.328 -6.325 -2.477 -0.1 0.1 0.2
H -4.087 -4.260 -4.287 -0.1 -0.1 0.1
H -2.840 -2.294 -3.030 0.0 -0.1 0.0
H -2.261 -3.106 -0.696 -0.3 0.1 -0.3
H -3.062 -5.329 -0.130 -0.3 -0.1 -0.1
C 0.509 2.031 0.817 1.0 -0.6 0.1
C 0.129 2.673 -0.374 0.3 -1.8 -0.8
C 0.417 1.708 -1.372 -2.0 2.7 -1.7
N 1.017 0.642 -0.863 -0.4 -0.8 -0.3
C 1.040 0.800 0.448 0.8 -0.4 3.2
H 0.517 2.449 1.812 -0.1 -0.1 0.0
H -0.320 3.654 -0.430 0.0 -0.2 -0.4
H -0.073 1.565 -2.323 0.5 0.6 -0.4
H 1.180 -0.234 -1.338 0.0 0.4 0.0
H 1.481 0.000 1.024 0.0 0.3 0.4
C 3.557 -4.872 -4.455 2.0 1.5 2.0
C 2.522 -4.894 -5.320 -2.7 0.5 -2.8
C 1.582 -5.797 -4.927 -0.3 -0.9 0.7
N 2.050 -6.339 -3.737 -0.8 0.9 -1.2
C 3.201 -5.678 -3.426 -0.1 -2.4 1.7
H 4.332 -4.120 -4.466 0.2 -0.4 0.1
H 2.313 -4.203 -6.123 0.4 -0.2 -0.3
H 0.649 -6.081 -5.392 0.1 0.0 0.2
H 1.576 -6.963 -3.099 0.0 0.1 -0.4
H 3.532 -6.077 -2.478 1.2 0.8 0.0
```
Positions in Å, forces in eV/Å.

The calculation puts the strongest force on any atom at 3.9 eV/A. The HOMO-LUMO gap is 0.307 Ha. The SMILES is c1cc[nH]c1.c1cc[nH]c1.c1cc[nH]c1.c1cc[nH]c1. The energy comes out at -840.59571 hartree. The value obtained for the LUMO energy is 0.280 eV. The calculation puts the HOMO energy at -8.08 eV.